Entry 1:
DFT (wB97M-V/def2-TZVPD) results for 2 unconnected molecules or ions with the total composition C5H12O3.

Values from the calculation:
Orbital gap, eV: 10.55
LUMO, eV: 0.807
Energy relative to the best compared isomer or geometry (same formula, charge and spin), eV: 1.321

Atoms and positions in Å:
C1 1.047 -1.419 -1.406
C2 1.063 0.172 -1.885
O1 -0.162 -1.931 -1.088
O2 1.960 -1.561 -0.346
H1 -0.745 -1.359 -0.439
H2 2.719 -2.091 -0.628
H3 1.399 -1.942 -2.306
H4 2.108 0.403 -2.078
H5 0.513 0.241 -2.824
H6 0.656 0.953 -1.248
C3 -2.137 1.564 1.516
C4 0.134 0.412 1.516
C5 -1.310 0.360 1.167
O3 -1.784 -0.554 0.500
H7 0.415 -0.505 2.034
H8 0.388 1.295 2.094
H9 0.740 0.374 0.580
H10 -1.656 2.467 1.152
H11 -3.130 1.484 1.089
H12 -2.219 1.639 2.598


Entry 2:
DFT (wB97M-V/def2-TZVPD) results for a molecular structure, C5H4Cl2F4O.

Values from the calculation:
Orbital gap, eV: 10.47
LUMO, eV: 0.410

Atoms and positions in Å:
C1 -2.060 -0.291 -0.204
C2 -0.758 -0.204 1.248
C3 -0.905 -0.948 -0.032
C4 1.881 2.134 -0.207
C5 -0.364 -2.206 -0.580
O1 -2.023 0.454 0.970
F1 2.332 0.904 -0.516
F2 2.588 2.546 0.959
F3 -0.713 -3.306 0.122
F4 1.002 -2.207 -0.536
Cl1 1.988 3.263 -1.508
Cl2 -0.730 -2.478 -2.296
H1 1.053 2.134 0.141
H2 -2.509 0.220 -0.999
H3 -0.685 -0.725 2.148
H4 -0.096 0.710 1.288


Entry 3:
DFT (wB97M-V/def2-TZVPD) results for 2 unconnected molecules or ions with the total composition Cl2H2NO2P.

Values from the calculation:
Orbital gap, eV: 8.10
LUMO, eV: -1.587
Energy relative to the best compared isomer or geometry (same formula, charge and spin), eV: 2.926

Atoms and positions in Å:
N1 -1.135 0.577 0.355
O1 -0.154 -0.972 0.014
O2 -1.810 0.406 1.333
P1 1.367 -0.931 0.296
Cl1 1.925 -2.051 -1.387
Cl2 1.756 1.065 -0.412
H1 -1.620 0.682 -0.594
H2 -0.328 1.223 0.396


Entry 4:
DFT (wB97M-V/def2-TZVPD) results for a molecular structure, C7H12.

Values from the calculation:
Orbital gap, eV: 9.06
LUMO, eV: 1.034
Energy relative to the best compared isomer or geometry (same formula, charge and spin), eV: 4.933

Atoms and positions in Å:
C1 -2.551 -0.274 -0.438
C2 -1.144 0.093 -0.901
C3 -0.260 0.502 0.275
C4 -0.042 -0.606 1.325
C5 1.958 -0.170 0.867
C6 2.034 -0.304 -0.620
C7 1.199 0.785 -0.028
H1 -3.177 -0.613 -1.270
H2 -3.050 0.583 0.031
H3 -2.501 -1.083 0.301
H4 -0.691 -0.768 -1.409
H5 -1.181 0.912 -1.631
H6 -0.696 1.396 0.741
H7 1.257 -1.061 1.224
H8 -0.004 -0.127 2.318
H9 2.777 0.086 1.529
H10 2.964 0.012 -1.084
H11 1.561 -1.170 -1.079
H12 1.546 1.806 -0.153


Entry 5:
DFT (wB97M-V/def2-TZVPD) results for 2 unconnected molecules or ions with the total composition C4H12N2S2.

Values from the calculation:
Orbital gap (alpha / beta), eV: 7.75 / 7.75
LUMO (alpha / beta), eV: 0.786 / 0.786
Energy relative to the best compared isomer or geometry (same formula, charge and spin), eV: 3.900

Atoms and positions in Å:
C1 1.252 -1.817 -0.282
C2 -2.277 0.286 0.980
C3 1.248 -0.304 -0.535
C4 0.492 0.532 0.470
N1 -1.845 0.549 -1.233
N2 -1.402 0.025 -0.147
S1 3.026 0.082 -0.332
S2 0.469 2.284 0.382
H1 1.783 -2.201 -1.120
H2 1.845 -2.055 0.650
H3 0.183 -2.208 -0.228
H4 -3.118 -0.372 0.838
H5 -1.677 -0.085 1.827
H6 -2.510 1.270 1.359
H7 1.076 0.034 -1.486
H8 0.329 0.022 1.434
H9 -2.340 1.416 -1.263
H10 -1.350 0.215 -2.042
H11 3.252 -0.155 1.037
H12 1.564 2.482 -0.309


Entry 6:
DFT (wB97M-V/def2-TZVPD) results for a molecular structure, C9H10N.

Values from the calculation:
Orbital gap, eV: 8.83
Charge: +1
LUMO, eV: -4.534
Energy relative to the best compared isomer or geometry (same formula, charge and spin), eV: 2.302

Atoms and positions in Å:
C1 2.704 0.577 -0.941
C2 2.538 1.528 0.174
C3 1.707 -0.087 -1.442
C4 1.364 1.413 0.863
C5 0.453 -0.002 -0.749
C6 -0.757 -0.714 -1.022
C7 -1.639 -0.869 -0.059
C8 -0.770 0.311 1.338
C9 -2.905 -1.618 0.182
N1 0.362 0.614 0.446
H1 3.783 0.702 -1.251
H2 3.234 2.256 0.544
H3 1.683 -0.655 -2.375
H4 1.138 1.940 1.788
H5 -1.139 -1.141 -1.888
H6 -1.378 1.130 1.626
H7 -0.536 -0.454 2.036
H8 -3.266 -1.939 -0.825
H9 -3.696 -0.806 0.472
H10 -2.880 -2.186 1.086


Entry 7:
DFT (wB97M-V/def2-TZVPD) results for 2 unconnected molecules or ions with the total composition C3H4F2O.

Values from the calculation:
Orbital gap (alpha / beta), eV: 8.58 / 8.74
LUMO (alpha / beta), eV: 0.564 / 0.442
Energy relative to the best compared isomer or geometry (same formula, charge and spin), eV: 3.641

Atoms and positions in Å:
C1 -2.259 -0.322 0.601
C2 1.367 -0.347 -0.507
C3 0.424 0.670 0.025
O1 -2.421 -1.290 -0.010
F1 0.062 1.614 -0.873
F2 0.757 1.244 1.178
H1 -2.936 0.335 1.286
H2 1.376 -1.187 0.156
H3 2.425 0.050 -0.391
H4 1.205 -0.766 -1.465